(1)
# C4H33N2O14

A 13-piece molecular cluster, C4H33N2O14 overall at a distorted geometry (ωB97M-V with the def2-TZVPD basis set, the OMol25 dataset).

For the calculated total energy, the calculation gives -36335.4841 eV. Its LUMO energy is 2.72 eV. The value obtained for the energy relative to the best compared isomer or geometry (same formula, charge and spin) is 0.0 kcal per mole. The calculation puts the HOMO-LUMO gap at 9.1 eV. For the max |F|, the calculation gives 0.02051 Eh/bohr.

```
! wB97M-V def2-TZVPD RIJCOSX def2/J DEFGRID3
* xyz -1 1
O -0.14 1.95 -1.56
C 0.67 0.97 -1.40
O 1.89 1.00 -1.60
C 0.04 -0.36 -0.89
C 0.42 -0.53 0.57
C -0.50 -1.49 1.33
N -1.63 -0.76 1.94
N 0.52 -1.51 -1.67
H -1.04 -0.32 -1.03
H 0.43 0.41 1.12
H 1.45 -0.92 0.67
H -0.84 -2.34 0.71
H 0.07 -1.94 2.15
H -2.40 -1.38 2.12
H -1.93 0.01 1.35
H 1.53 -1.43 -1.77
H 0.09 -1.51 -2.59
H -0.83 0.18 3.50
H -0.37 1.66 3.57
O -0.31 0.80 4.06
H 1.09 -3.09 -0.17
H 2.17 -2.86 0.89
O 1.60 -3.55 0.52
H 0.64 2.75 1.85
H -0.91 2.46 1.55
O -0.27 2.77 2.22
H -2.13 -2.64 -2.03
H -2.68 -2.09 -3.35
O -2.94 -2.30 -2.44
H 1.26 0.67 3.58
H 2.13 1.40 2.53
O 2.19 0.70 3.19
H -2.82 0.97 -2.90
H -1.38 1.73 -2.87
O -2.10 1.36 -3.45
H -0.72 -0.68 -5.26
H -1.71 -0.10 -4.19
O -1.39 -0.94 -4.62
H 1.78 2.70 0.13
H 2.92 1.90 0.72
O 2.16 2.48 1.00
H -3.41 0.49 -0.90
H -3.58 -0.75 -1.99
O -3.82 0.16 -1.72
H 3.91 -1.64 2.47
H 2.71 -0.65 2.46
O 3.17 -1.37 1.92
H -1.30 1.99 -0.43
H -2.56 2.72 0.14
O -2.01 1.95 0.28
H 3.26 0.55 -0.61
H 3.72 -0.17 0.75
O 3.91 0.58 0.14
*
```

natural (NBO) population analysis, charges in e, atoms 1 to 8:
1. O -0.832
2. C 0.796
3. O -0.759
4. C -0.166
5. C -0.450
6. C -0.219
7. N -0.881
8. N -0.877

=====

(2)
# C4H33NO16

A 14-piece molecular cluster, C4H33NO16 overall at a distorted geometry (ωB97M-V with the def2-TZVPD basis set, the OMol25 dataset).

For the calculated total energy, the calculation gives -38935.4026 eV. Its LUMO energy is 0.18 eV. The value obtained for the energy relative to the best compared isomer or geometry (same formula, charge and spin) is 30.9 kcal per mole. The calculation puts the HOMO-LUMO gap at 9.9 eV. For the max |F|, the calculation gives 0.05486 Eh/bohr.

```
! wB97M-V def2-TZVPD RIJCOSX def2/J DEFGRID3
* xyz 0 1
C -0.12 -1.45 2.49
C -0.62 -0.06 2.25
N 0.06 0.90 1.63
C 0.92 0.57 0.50
C 0.20 0.11 -0.79
O -1.01 0.36 -1.02
O 0.85 -0.81 -1.34
O -1.74 0.26 2.75
H 0.93 -1.35 2.84
H -0.78 -2.08 3.19
H -0.07 -1.98 1.55
H -0.33 1.85 1.71
H 1.59 1.40 0.25
H 1.56 -0.32 0.76
H -2.81 2.32 0.09
H 3.82 2.61 0.84
H 2.78 3.00 1.90
O 3.44 2.33 1.68
H 1.47 3.31 -0.63
H 0.58 2.31 -1.46
O 0.64 3.21 -1.15
H 1.51 -2.88 -0.56
H 0.74 -4.26 -0.59
O 1.35 -3.70 -0.10
H 3.87 -1.31 1.67
H 4.26 0.15 2.26
O 3.86 -0.36 1.55
H -0.60 3.36 0.04
H -1.59 4.30 0.76
O -1.16 3.43 0.85
H -1.50 -3.93 -0.52
H -1.58 -4.31 1.05
O -1.35 -4.59 0.15
H -2.98 0.10 2.11
H -3.73 -0.63 0.78
O -3.86 0.12 1.48
H 2.60 -0.48 -1.92
H 4.02 -0.15 -1.53
O 3.32 0.16 -2.11
H 3.71 2.86 -1.76
H 3.01 1.51 -1.24
O 3.12 2.49 -1.10
H -4.44 -2.27 -0.43
H -3.06 -2.00 -1.14
O -3.59 -1.86 -0.23
H 0.01 -0.37 -3.52
H -1.16 0.21 -2.70
O -0.90 -0.09 -3.62
H -3.62 0.84 0.80
H -3.12 1.37 -1.15
O -3.53 1.91 -0.43
H -1.06 -1.87 -1.79
H -1.98 -1.92 -2.99
O -1.89 -2.31 -2.11
*
```

natural (NBO) population analysis, charges in e, atoms 1 to 8:
1. C -0.729
2. C 0.733
3. N -0.587
4. C -0.365
5. C 0.757
6. O -0.789
7. O -0.819
8. O -0.733

=====

(3)
# C4H34N2O12

A 12-piece molecular cluster, C4H34N2O12 overall at a distorted geometry (ωB97M-V with the def2-TZVPD basis set, the OMol25 dataset).

The SMILES is NC[C@H](N)CCO.O.O.O.O.O.O.O.O.O.O.O. For the calculated total energy, the calculation gives -32252.1730 eV. Its LUMO energy is -0.09 eV. The value obtained for the energy relative to the best compared isomer or geometry (same formula, charge and spin) is 0.0 kcal per mole. The calculation puts the HOMO-LUMO gap at 9.7 eV. For the max |F|, the calculation gives 0.02413 Eh/bohr.

```
! wB97M-V def2-TZVPD RIJCOSX def2/J DEFGRID3
* xyz 0 1
N -0.91 1.03 3.36
C -0.11 0.30 2.36
C -0.42 -1.20 2.45
C -0.92 -1.87 1.16
O -2.30 -1.57 1.11
C 1.38 0.59 2.53
N 1.66 1.99 2.20
H -0.55 1.96 3.51
H -0.95 0.56 4.26
H -0.43 0.65 1.36
H -1.22 -1.39 3.19
H 0.49 -1.72 2.74
H -0.75 -2.96 1.23
H -0.40 -1.51 0.25
H -2.75 -1.86 0.26
H 1.98 -0.11 1.94
H 1.69 0.43 3.59
H 1.18 2.27 1.35
H 2.64 2.08 1.98
H -2.62 0.08 1.36
H -2.16 1.25 2.19
O -2.76 1.07 1.42
H 0.77 -2.16 -2.87
H 2.31 -2.27 -2.81
O 1.48 -2.78 -2.63
H 0.22 2.79 -2.72
H -0.33 2.01 -1.46
O 0.40 1.99 -2.19
H 1.06 3.17 3.72
H 1.39 4.27 4.72
O 0.69 3.64 4.50
H 3.53 -0.29 -2.41
H 3.78 -1.61 -1.59
O 3.73 -1.25 -2.49
H 2.11 1.56 -2.32
H 3.44 1.93 -3.10
O 3.09 1.43 -2.34
H 3.08 -3.57 -0.15
H 2.07 -2.78 -1.02
O 2.70 -2.69 -0.25
H 0.23 0.02 -3.36
H 0.01 -0.95 -4.56
O -0.13 -0.86 -3.61
H -2.32 2.85 -0.79
H -2.06 1.65 0.20
O -1.79 2.03 -0.74
H -2.51 0.46 -2.42
H -1.78 -0.60 -3.22
O -2.68 -0.35 -2.92
H -3.21 -1.56 -1.87
H -4.47 -2.07 -1.14
O -3.53 -2.24 -1.24
*
```

natural (NBO) population analysis, charges in e, atoms 1 to 8:
1. N -0.866
2. C -0.056
3. C -0.438
4. C -0.051
5. O -0.791
6. C -0.234
7. N -0.867
8. H 0.388

=====

(4)
# C4H34N2O13

A 13-piece molecular cluster, C4H34N2O13 overall at a distorted geometry (ωB97M-V with the def2-TZVPD basis set, the OMol25 dataset).

For the calculated total energy, the calculation gives -34299.6948 eV. Its LUMO energy is 0.31 eV. The value obtained for the energy relative to the best compared isomer or geometry (same formula, charge and spin) is 29.7 kcal per mole. The calculation puts the HOMO-LUMO gap at 10.2 eV. For the max |F|, the calculation gives 0.08131 Eh/bohr.

```
! wB97M-V def2-TZVPD RIJCOSX def2/J DEFGRID3
* xyz 0 1
N -1.47 -0.96 1.43
C -0.31 -0.05 1.20
C -0.68 1.40 1.17
C 0.26 -0.48 -0.17
N 1.50 -1.08 -0.28
C 2.49 -1.15 0.79
O -0.41 -0.42 -1.21
H -1.42 -1.28 2.39
H -2.31 -0.43 1.25
H 0.40 -0.22 2.01
H -1.32 1.68 0.30
H 0.21 2.09 1.07
H -1.20 1.72 2.06
H 1.80 -1.33 -1.25
H 2.02 -1.26 1.74
H 3.18 -2.00 0.60
H 3.19 -0.23 0.87
H 0.55 2.19 -1.16
H -1.71 2.25 -1.49
O -0.87 2.70 -1.84
H -2.06 -1.11 -2.01
H -2.57 -1.46 -0.66
O -2.88 -1.19 -1.50
H 1.28 -0.34 4.87
H 1.27 -1.42 3.76
O 1.50 -0.48 3.94
H -3.94 1.82 1.87
H -3.60 1.17 0.47
O -3.83 0.97 1.41
H 0.50 -3.23 0.17
H -0.91 -2.87 0.71
O -0.19 -3.47 0.79
H 1.76 -0.73 -3.35
H 0.43 -1.25 -2.64
O 1.28 -1.51 -2.99
H -3.85 1.64 -1.71
H -3.04 0.47 -1.26
O -3.13 1.43 -1.14
H -0.79 2.33 -2.70
H -0.65 0.38 -3.41
O -0.48 1.17 -3.99
H 1.97 1.36 -2.42
H 2.96 1.32 -3.61
O 2.13 1.01 -3.37
H 0.47 -3.13 2.29
H 0.78 -3.79 3.70
O 0.84 -2.98 3.20
H 2.12 1.63 1.24
H 2.21 1.21 2.67
O 2.52 1.83 2.01
H 1.92 2.87 -0.79
H 0.54 1.20 -4.06
O 1.53 2.00 -0.95
*
```

natural (NBO) population analysis, charges in e, atoms 1 to 8:
1. N -0.894
2. C -0.182
3. C -0.634
4. C 0.742
5. N -0.655
6. C -0.435
7. O -0.774
8. H 0.386

=====

(5)
# C4H34NO15

C4H34NO15 as an isolated structure at a distorted geometry (ωB97M-V with the def2-TZVPD basis set, the OMol25 dataset).

For the calculated total energy, the calculation gives -36900.6333 eV. Its LUMO energy is 2.41 eV. The value obtained for the energy relative to the best compared isomer or geometry (same formula, charge and spin) is 190.7 kcal per mole. The calculation puts the HOMO-LUMO gap at 8.6 eV. For the max |F|, the calculation gives 0.26625 Eh/bohr.

```
! wB97M-V def2-TZVPD RIJCOSX def2/J DEFGRID3
* xyz -1 1
C -1.21 -0.61 -0.96
O -0.71 0.50 -0.44
C -2.66 -0.26 -1.54
C -2.66 1.04 -2.38
C -3.95 1.21 -3.10
O -3.97 1.47 -4.30
N -3.67 -0.16 -0.42
H -0.50 -1.02 -1.78
H -1.25 -1.48 -0.31
H -2.93 -1.21 -2.25
H -2.37 1.89 -1.75
H -1.69 1.20 -3.12
H -4.87 1.34 -2.54
H -3.57 0.55 0.28
H -3.97 -1.13 -0.38
H -1.18 -0.87 -4.55
H -0.04 -0.42 -3.51
O -0.81 -1.02 -3.83
H 1.71 -2.06 3.56
H 3.11 -2.29 3.37
O 2.41 -1.53 3.59
H 1.07 1.57 5.17
H 1.96 0.33 5.08
O 1.12 0.58 5.38
H 2.03 0.40 0.01
H 0.20 0.07 0.25
O 1.48 -0.11 0.65
H -0.28 0.42 4.26
H -0.22 0.35 2.75
O -0.72 0.22 3.46
H 1.23 -3.61 -2.85
H 1.62 -3.84 -1.29
O 1.82 -4.09 -2.23
H 2.78 2.31 -4.46
H 2.71 2.27 -2.86
O 3.13 2.58 -3.61
H 4.66 -3.63 -0.98
H 4.05 -3.60 0.42
O 4.86 -3.76 -0.07
H 0.83 2.75 -1.89
H 0.26 1.36 -1.44
O 0.85 1.81 -2.14
H 2.08 1.06 1.92
H 2.13 0.04 2.75
O 2.25 0.97 2.94
H 2.73 -2.61 -0.03
H 1.93 -1.63 0.81
O 2.20 -2.70 0.73
H -2.48 3.07 2.59
H -1.71 4.60 2.64
O -2.59 4.10 2.80
H -2.48 1.24 1.08
H -2.03 0.85 2.50
O -2.68 1.46 2.01
*
```

natural (NBO) population analysis, charges in e, atoms 1 to 8:
1. C -0.049
2. O -0.854
3. C -0.051
4. C -0.557
5. C 0.433
6. O -0.552
7. N -0.915
8. H 0.133

=====

(6)
# C4H35NO12S

A 13-piece molecular cluster, C4H35NO12S overall at a distorted geometry (ωB97M-V with the def2-TZVPD basis set, the OMol25 dataset).

For the calculated total energy, the calculation gives -41608.6912 eV. Its LUMO energy is -0.29 eV. The value obtained for the energy relative to the best compared isomer or geometry (same formula, charge and spin) is 41.4 kcal per mole. The calculation puts the HOMO-LUMO gap at 9.3 eV. For the max |F|, the calculation gives 0.17483 Eh/bohr.

```
! wB97M-V def2-TZVPD RIJCOSX def2/J DEFGRID3
* xyz 0 1
C 0.70 -1.99 -0.20
N 0.04 -1.46 1.10
C -0.02 0.05 1.07
C -0.88 0.42 2.25
S -0.67 2.04 2.89
C 1.40 0.58 0.87
H 1.77 -1.69 -0.24
H 0.67 -3.12 -0.12
H 0.19 -1.78 -1.17
H 0.74 -1.68 1.81
H -0.48 0.33 0.07
H -1.88 0.30 1.81
H -0.75 -0.23 3.17
H -0.10 1.70 4.04
H 1.93 0.85 1.83
H 2.09 -0.07 0.20
H 1.39 1.60 0.46
H -2.95 -0.21 -2.41
H -3.09 -1.63 -2.31
O -2.54 -1.00 -2.48
H -3.57 -3.76 -2.21
H -3.48 -3.32 -0.64
O -3.86 -3.05 -1.53
H 2.67 0.43 -3.62
H 1.23 0.56 -3.92
O 2.07 0.97 -4.04
H 3.35 2.30 3.86
H 3.45 0.77 3.59
O 3.69 1.62 3.26
H -3.18 2.15 -2.83
H -3.30 2.15 -1.24
O -3.41 1.61 -2.07
H -0.81 2.53 -1.95
H -0.77 3.74 -2.82
O -1.41 3.19 -2.37
H -0.56 -0.94 -3.73
H 0.37 -1.16 -2.69
O 0.35 -1.09 -3.65
H -2.94 -1.63 1.00
H -1.70 -2.42 0.43
O -2.59 -2.57 0.65
H 4.73 0.63 -0.03
H 4.57 2.17 0.63
O 4.30 1.62 -0.15
H 1.45 4.24 -3.26
H 0.85 3.06 -4.12
O 0.73 3.96 -3.89
H 3.89 -2.24 3.72
H 2.40 -1.60 3.65
O 3.24 -1.64 4.16
H -1.48 -4.63 2.16
H -0.80 -4.19 3.47
O -0.90 -4.85 2.82
*
```

natural (NBO) population analysis, charges in e, atoms 1 to 8:
1. C -0.443
2. N -0.640
3. C -0.083
4. C -0.561
5. S 0.004
6. C -0.671
7. H 0.187
8. H 0.217

=====

(7)
# C4H35NO15

A 14-piece molecular cluster, C4H35NO15 overall at a distorted geometry (ωB97M-V with the def2-TZVPD basis set, the OMol25 dataset).

For the calculated total energy, the calculation gives -36918.0955 eV. Its LUMO energy is -0.29 eV. The value obtained for the energy relative to the best compared isomer or geometry (same formula, charge and spin) is 77.9 kcal per mole. The calculation puts the HOMO-LUMO gap at 9.4 eV. For the max |F|, the calculation gives 0.06275 Eh/bohr.

```
! wB97M-V def2-TZVPD RIJCOSX def2/J DEFGRID3
* xyz 0 1
C -0.03 -0.86 -0.11
C 1.33 -0.14 0.03
O 2.42 -1.02 0.29
C -1.13 0.19 -0.08
N -2.38 -0.34 -0.23
C -3.51 0.53 0.04
O -0.90 1.37 0.15
H -0.11 -1.33 -1.12
H -0.32 -1.46 0.77
H 1.24 0.56 0.85
H 1.69 0.35 -0.86
H 2.44 -1.68 1.00
H -2.59 -1.21 -0.76
H -3.90 1.04 -0.84
H -4.41 -0.03 0.35
H -3.22 1.41 0.65
H 0.31 3.81 -0.78
H 0.00 2.52 -1.32
O 0.63 3.24 -1.48
H -2.47 -3.14 -2.93
H -1.54 -2.94 -3.97
O -2.22 -2.38 -3.53
H 2.89 1.68 -2.16
H 2.40 2.54 -0.95
O 3.09 2.00 -1.29
H 3.71 0.27 0.73
H 4.09 1.68 0.05
O 4.20 1.16 0.85
H 2.18 -3.79 1.94
H 1.56 -2.56 2.44
O 1.50 -3.16 1.66
H -3.49 0.13 -3.27
H -2.29 -0.75 -3.11
O -2.61 0.15 -2.83
H -2.98 -3.91 0.45
H -1.54 -4.03 -0.12
O -2.44 -3.79 -0.36
H 0.75 -1.80 -3.72
H 2.04 -1.45 -2.61
O 1.65 -1.66 -3.49
H -0.16 1.39 3.27
H -0.15 2.04 1.96
O -0.30 1.17 2.32
H -1.17 -0.22 2.83
H -2.33 -1.17 3.28
O -1.37 -1.03 3.31
H 0.76 -1.09 3.79
H 1.46 -0.01 3.12
O 1.66 -0.73 3.74
H -1.60 3.43 -2.34
H -2.29 2.22 -1.65
O -2.40 3.17 -1.85
H 1.85 2.89 2.24
H 3.04 2.04 2.38
O 2.23 2.29 2.89
*
```

natural (NBO) population analysis, charges in e, atoms 1 to 8:
1. C -0.541
2. C -0.072
3. O -0.791
4. C 0.731
5. N -0.629
6. C -0.444
7. O -0.710
8. H 0.219

=====

(8)
# C4H36N2O14S

A 14-piece molecular cluster, C4H36N2O14S overall at a distorted geometry (ωB97M-V with the def2-TZVPD basis set, the OMol25 dataset).

For the calculated total energy, the calculation gives -47210.7293 eV. Its LUMO energy is -0.05 eV. The value obtained for the energy relative to the best compared isomer or geometry (same formula, charge and spin) is 136.7 kcal per mole. The calculation puts the HOMO-LUMO gap at 9.1 eV. For the max |F|, the calculation gives 0.22421 Eh/bohr.

```
! wB97M-V def2-TZVPD RIJCOSX def2/J DEFGRID3
* xyz 0 1
C 0.59 1.25 -0.27
N -0.05 0.01 0.14
C 0.75 -0.88 0.80
N 1.68 -0.40 1.73
O 0.79 -2.01 0.38
C 1.50 0.79 -1.47
C 0.76 0.37 -2.73
S -0.13 1.65 -3.61
H -0.21 1.99 -0.41
H 1.32 1.43 0.58
H -0.68 -0.38 -0.57
H 1.68 0.48 2.27
H 2.32 -1.05 2.30
H 2.18 1.65 -1.73
H 2.17 0.01 -1.12
H 1.48 0.06 -3.44
H -0.02 -0.51 -2.60
H -1.43 1.29 -3.40
H -1.54 -3.35 -3.44
H -0.12 -2.73 -2.84
O -1.05 -2.62 -3.18
H -0.91 2.80 1.30
H -1.20 3.53 2.61
O -0.46 3.28 2.00
H 3.38 -2.56 -0.49
H 2.72 -3.07 -1.64
O 3.62 -2.80 -1.40
H -3.18 -0.79 -0.27
H -2.41 -1.14 0.94
O -3.29 -1.34 0.47
H 0.33 -4.71 -1.76
H 0.88 -3.50 -0.99
O 1.10 -3.98 -1.77
H -3.29 1.15 1.25
H -1.93 1.36 2.10
O -2.65 1.74 1.51
H -2.83 2.37 -0.46
H -2.71 2.93 -1.98
O -2.49 2.28 -1.41
H -1.93 -0.71 3.87
H -0.38 -0.99 3.62
O -1.30 -0.70 3.32
H -3.75 0.96 -1.89
H -4.58 -0.28 -2.39
O -4.33 0.22 -1.58
H 1.87 3.84 1.00
H 3.04 2.88 1.04
O 2.56 3.46 1.72
H -1.73 -3.17 1.20
H -1.11 -4.29 0.34
O -1.21 -4.04 1.29
H 0.09 1.46 3.17
H 1.54 2.28 3.02
O 1.03 1.61 3.43
H 3.81 0.77 0.36
H 5.27 0.90 0.39
O 4.43 1.22 0.71
*
```

natural (NBO) population analysis, charges in e, atoms 1 to 8:
1. C -0.253
2. N -0.678
3. C 0.807
4. N -0.926
5. O -0.710
6. C -0.435
7. C -0.548
8. S -0.047